# C22H88N44O22

22 unconnected molecules or ions with the total composition C22H88N44O22 in a non-equilibrium geometry (the ωB97M-V functional and the def2-TZVPD basis, OMol25).

XYZ file:
```
176
Properties=species:S:1:pos:R:3:forces:R:3
C -3.49911 -6.64468 -1.87315 -0.4 -2.0 0.9
O -3.81118 -7.66062 -1.29885 -0.6 -2.0 1.3
N -2.22366 -6.30889 -1.89683 1.9 1.9 -0.4
N -4.46049 -5.96617 -2.49840 -0.8 2.5 -1.3
H -1.82653 -5.72727 -2.60483 0.3 0.6 -0.3
H -1.59125 -6.84725 -1.34726 0.0 -0.5 0.1
H -4.46354 -4.94434 -2.42771 0.1 -0.6 -0.1
H -5.33393 -6.43425 -2.33637 -0.2 0.2 0.0
C 0.51709 1.25844 -4.06116 0.7 2.1 1.0
O 0.89864 0.28270 -3.39802 -0.2 0.2 -0.7
N -0.39990 1.26800 -5.05068 -0.4 -1.0 -0.1
N 1.05774 2.54206 -3.83038 0.4 -1.7 0.5
H -0.96958 0.42713 -5.12655 -0.1 0.2 0.0
H -0.94040 2.11236 -5.16049 0.1 0.2 0.0
H 1.60181 2.61296 -2.97069 -0.4 0.1 -0.5
H 0.53546 3.34882 -4.12095 -0.2 0.0 0.1
C 7.10009 -1.55664 0.46104 -0.2 -0.4 1.1
O 7.28424 -1.31161 1.65222 0.1 -0.2 -0.3
N 6.41372 -0.66358 -0.33933 0.4 -0.4 0.0
N 7.45411 -2.76450 -0.10137 -0.5 0.9 -1.1
H 5.90217 -1.03959 -1.11905 0.1 -0.3 -0.4
H 5.84355 -0.07120 0.23417 -0.1 0.3 0.2
H 7.37621 -2.80155 -1.10730 0.0 -0.3 0.0
H 8.05622 -3.43350 0.33853 0.1 0.3 0.4
C 4.41502 3.18217 4.23503 -2.0 0.8 0.8
O 4.61979 4.31384 3.87493 1.6 2.4 -2.2
N 3.80430 2.29893 3.45770 -0.3 -1.7 -2.3
N 4.45385 3.02298 5.54832 0.8 -0.3 2.7
H 3.51808 1.37934 3.71289 0.4 -0.5 0.6
H 3.94109 2.34639 2.44474 -0.2 0.4 0.4
H 4.32308 2.20734 6.09842 0.0 -0.7 -0.1
H 4.77964 3.85098 6.03991 -0.2 -0.5 -0.2
C -3.32911 -3.14766 0.12039 -1.1 1.1 -1.5
O -3.66868 -3.10519 -1.07941 0.1 -1.0 -0.1
N -2.69074 -4.14134 0.72152 1.4 -1.4 0.2
N -3.76827 -2.11388 0.88785 -0.2 1.4 0.2
H -2.31494 -4.87780 0.12962 -0.3 0.3 -0.3
H -2.01351 -3.84881 1.41893 -0.3 0.1 0.4
H -4.13980 -1.37876 0.26443 0.1 -0.1 0.5
H -3.17587 -1.78081 1.64673 0.0 -0.4 0.0
C -2.19508 -2.92391 4.02467 -0.2 0.8 -3.8
O -1.78171 -2.58603 2.89084 1.1 0.4 0.2
N -1.37809 -2.80217 5.06614 -1.0 -1.3 1.1
N -3.46381 -3.35447 3.99556 -0.6 -0.6 2.3
H -1.82851 -2.94860 5.94459 0.2 0.2 0.8
H -0.76390 -2.03091 4.96556 0.4 0.8 0.2
H -4.01234 -3.65783 4.77404 0.1 0.0 0.5
H -3.89250 -3.53546 3.12344 0.0 0.0 -1.0
C 4.53268 -2.67331 -3.27649 0.3 -0.1 3.3
O 5.68805 -2.48441 -2.89132 0.6 1.1 1.1
N 4.40073 -3.07362 -4.49382 -0.9 -0.9 -2.9
N 3.47791 -2.57773 -2.42693 1.0 0.2 -0.2
H 3.57337 -3.31860 -4.98893 -0.5 0.2 -0.1
H 5.22846 -2.80919 -4.95884 0.7 -0.4 -1.2
H 2.56217 -2.87279 -2.67169 -0.7 0.2 0.1
H 3.73873 -2.15330 -1.55438 -0.7 -0.1 0.3
C 4.07495 2.15619 -0.70531 -3.8 -0.8 1.0
O 3.19863 2.33092 0.13378 -1.5 -0.1 1.5
N 5.14513 2.86463 -0.57389 4.1 1.0 -1.8
N 3.82741 1.28945 -1.68255 1.6 -1.1 -2.3
H 5.67185 3.09928 -1.40634 0.2 -0.2 0.3
H 5.03329 3.61195 0.05918 0.0 0.9 0.8
H 4.51619 1.02242 -2.38566 -0.4 0.3 0.4
H 2.91692 0.89024 -1.79205 -0.4 -0.1 0.2
C 4.09409 6.91662 1.50983 -1.8 0.6 0.0
O 3.53047 7.79623 0.86450 -0.2 0.0 -1.6
N 4.10249 5.61744 1.24584 -0.2 -3.0 -1.1
N 4.59721 7.26293 2.67479 1.2 1.1 2.4
H 4.24441 4.97972 2.03692 0.1 0.5 -0.1
H 3.37903 5.24659 0.62322 0.1 0.5 0.1
H 4.75742 6.57927 3.40779 -0.1 0.2 -0.2
H 4.22383 8.18106 2.89159 0.5 -0.3 0.5
C -5.19372 0.64490 -1.67428 0.1 -1.3 0.8
O -4.50290 0.16034 -0.82388 2.2 -1.1 3.1
N -4.84111 1.77309 -2.24068 -0.2 2.2 -1.2
N -6.31437 0.02895 -1.98442 -1.7 -0.4 -1.3
H -4.01176 2.15531 -1.86796 1.0 0.4 0.3
H -5.01627 1.99153 -3.19022 -0.4 0.1 -0.7
H -6.87080 0.49124 -2.67353 -0.8 -0.5 -0.1
H -6.51929 -0.85917 -1.52951 -0.1 0.7 -0.4
C -2.60027 4.31897 1.00632 -0.9 3.0 2.8
O -3.04845 5.02358 1.92827 -0.2 0.1 0.1
N -3.45652 3.57097 0.31271 0.1 -2.1 -1.5
N -1.31933 4.49170 0.70161 1.1 -0.8 -1.1
H -3.00805 2.66899 0.17960 -0.5 -0.5 -0.8
H -4.39236 3.56427 0.69251 0.3 -0.1 0.3
H -0.86959 5.15998 1.27432 0.4 0.6 0.6
H -0.68311 3.89549 0.20298 -0.3 -0.4 -0.4
C -0.54173 0.65972 -0.21234 1.5 0.6 -0.1
O -1.20369 1.62249 -0.43422 -2.5 4.6 -0.7
N 0.71755 0.75892 0.14663 3.2 0.3 1.0
N -1.05298 -0.50507 -0.36745 -1.8 -6.2 0.7
H 1.19068 1.63984 0.03764 -0.1 0.5 0.1
H 1.41948 0.04071 0.27685 -0.5 -0.4 -0.1
H -2.06904 -0.59208 -0.44599 0.5 0.5 0.0
H -0.64892 -1.26268 0.20291 -0.2 0.3 -0.7
C -7.62554 -2.31167 1.81879 -2.2 0.2 2.5
O -8.69239 -2.17967 2.36497 -3.2 0.3 -0.5
N -6.62503 -1.99037 2.61586 3.4 0.6 1.2
N -7.42470 -2.83056 0.64059 2.5 -0.9 -2.7
H -5.66714 -1.91026 2.38132 0.8 0.0 -0.8
H -6.89123 -1.36377 3.34050 -0.4 0.0 0.5
H -8.13467 -3.11013 -0.00162 -0.4 -0.2 0.3
H -6.46296 -3.11715 0.48449 -0.4 0.0 -0.6
C -0.13815 -3.29095 -3.80800 -0.5 -3.7 1.4
O -0.23860 -4.51771 -3.51368 -0.1 -0.2 0.2
N 0.10242 -2.45120 -2.85930 0.6 2.5 1.1
N -0.24297 -3.01161 -5.09086 0.5 -1.5 -1.6
H 0.29706 -1.48999 -3.18654 0.0 -0.1 1.2
H 0.10276 -2.83372 -1.88795 0.1 0.9 -0.8
H -0.54764 -3.89021 -5.48410 0.1 0.2 -0.7
H -0.64012 -2.23239 -5.50235 -0.8 2.1 -0.4
C -0.73730 0.58620 3.90875 -1.3 1.6 -0.4
O -1.44393 0.22338 4.82644 -0.3 -1.3 0.9
N 0.59468 0.38942 3.95542 1.2 0.1 0.3
N -1.36097 1.31342 2.92771 -0.4 -0.7 -0.5
H 1.19537 1.09533 3.56565 0.0 0.2 -0.6
H 0.76571 0.29545 4.93735 0.6 -0.2 0.5
H -1.00996 1.61506 2.03872 0.9 -0.1 -0.2
H -2.25855 0.87011 2.82932 -0.6 0.5 -0.1
C 4.69274 -5.19346 1.07385 -2.2 -2.1 0.6
O 4.28009 -6.21776 1.57686 -0.7 -2.3 0.5
N 5.39106 -4.36387 1.75785 3.2 3.2 2.8
N 4.32774 -4.79783 -0.11278 -1.1 0.9 -3.4
H 5.58933 -3.43438 1.43559 0.3 0.0 -0.1
H 5.83667 -4.66010 2.61839 -0.4 0.0 -0.4
H 3.53929 -5.20358 -0.60383 0.4 -0.1 0.3
H 4.61046 -3.89736 -0.42497 0.2 0.4 -0.4
C -2.65185 4.64189 -3.57552 2.0 -0.7 -0.8
O -1.60002 4.02833 -3.78194 0.6 -0.4 0.2
N -2.91591 5.21878 -2.40431 -1.1 0.7 0.7
N -3.46848 4.79581 -4.63526 -1.0 0.4 0.6
H -3.85849 5.35965 -2.09669 -0.2 0.1 -0.1
H -2.24552 5.22143 -1.65643 0.4 -0.3 -0.1
H -4.28294 5.36383 -4.53970 -0.4 0.0 -0.4
H -3.28695 4.19433 -5.41324 -0.2 0.1 -0.2
C 0.89513 -4.80702 0.00678 -0.6 0.7 0.9
O 0.43856 -3.66174 -0.09814 0.0 1.4 1.4
N 1.18556 -5.41772 1.20316 -0.3 0.5 0.0
N 1.01459 -5.43164 -1.15473 0.0 -2.2 -1.8
H 1.91091 -6.10313 1.33264 0.3 -0.3 -0.5
H 1.08103 -4.85592 2.03715 -0.1 0.2 -0.4
H 0.51728 -4.91665 -1.92899 0.6 -0.8 0.4
H 0.85860 -6.44280 -1.17695 0.5 0.5 0.0
C -1.94999 4.71058 5.44457 -0.5 0.4 0.6
O -1.86431 4.85663 6.62888 0.5 -0.6 2.9
N -1.94646 5.74696 4.65010 -0.1 3.0 -2.4
N -2.14400 3.57427 4.79916 -0.2 -2.1 -0.8
H -2.44677 5.63613 3.78225 0.1 0.2 -0.5
H -2.12694 6.59562 5.14318 0.1 0.5 0.1
H -1.91078 3.54343 3.82754 -0.1 -0.1 -0.3
H -1.85888 2.78780 5.31619 0.1 -1.2 0.5
C -3.39827 -0.99977 -4.35563 1.3 -0.5 0.5
O -2.65592 -0.55066 -5.22281 1.0 1.0 -0.7
N -4.53197 -1.54570 -4.74193 -1.5 -0.5 0.2
N -3.06619 -1.00181 -3.04414 0.9 -0.2 0.4
H -4.71044 -1.47204 -5.71211 -0.4 -0.3 -0.6
H -5.11517 -2.03903 -4.10951 -0.5 -0.2 0.2
H -3.32162 -1.74987 -2.36371 -0.1 0.7 -0.7
H -2.10407 -0.66534 -2.97877 -0.4 -0.2 0.5
C 1.06362 5.76749 -1.12835 0.7 -0.2 1.8
O 1.35233 5.02241 -0.19780 -0.1 -1.9 0.8
N 0.14359 5.50085 -2.01299 -2.2 -1.7 -1.9
N 1.65566 6.91247 -1.16228 1.8 3.3 -0.3
H 0.20429 5.91922 -2.91235 -0.1 0.4 -0.6
H -0.04746 4.51579 -2.06283 -0.4 -0.2 -0.2
H 1.48943 7.69347 -1.80991 0.2 -0.9 0.8
H 2.29563 6.94828 -0.36317 0.2 1.4 -0.5
C 2.98242 -1.31888 2.21042 0.4 0.1 -2.4
O 3.50518 -1.05259 1.08753 -0.6 -0.5 1.7
N 3.71721 -1.06853 3.34478 -0.6 -0.2 0.3
N 1.75731 -1.88689 2.19919 -0.4 -0.2 0.5
H 3.33829 -1.36676 4.25123 0.5 -0.2 -0.8
H 4.65012 -1.36503 3.07072 0.3 0.5 0.9
H 1.09945 -2.14725 2.95009 1.0 0.5 -0.6
H 1.53134 -2.14640 1.25158 -0.6 -0.3 0.0
```
Forces are in eV/Å.

For the strongest force on any atom, the calculation gives 6.5 eV Å⁻¹. The energy above the lowest of the compared OMol25 structures with the same formula, charge and spin comes out at 510.6 kJ/mol. For the total energy, the calculation gives -4956.5366 hartree. For the HOMO energy, the calculation gives -0.327 hartree. As for the total charge: 0. The calculation puts the HOMO-LUMO gap at 8.765 eV.

Results of the Mulliken charge analysis, in e, for atoms 1 through 4: 0.57 -0.71 -0.15 -0.47

# C7H15IOSi

A molecular structure, C7H15IOSi in a non-equilibrium geometry (the ωB97M-V functional and the def2-TZVPD basis, OMol25).

XYZ file:
```
25
Properties=species:S:1:pos:R:3:forces:R:3
C -0.88505 -0.71128 -2.24883 -0.1 -4.0 2.4
C 0.51742 -1.30533 -2.47283 -1.2 -0.3 0.0
C -0.82095 0.07701 -0.98532 -0.6 -0.8 0.1
C 1.12529 -1.99676 -1.29137 0.7 -0.7 0.5
C -0.20943 -0.70608 0.18701 -0.3 0.4 -0.9
C 1.61785 0.85115 2.35896 0.1 -0.2 0.8
C -1.51833 2.48094 1.76612 1.5 -1.7 1.7
O 1.13916 -1.18728 -0.10083 -1.4 0.0 -0.2
Si -0.15718 0.38381 1.75966 -0.3 2.1 1.1
I -0.26482 3.96201 2.91252 -0.8 -0.8 -0.9
H -1.13456 -0.20336 -3.10327 -1.0 1.5 -1.9
H -1.74930 -1.49510 -2.00175 1.9 1.0 -1.0
H 0.52578 -2.04934 -3.24738 -0.1 -0.2 -0.7
H 1.11403 -0.47504 -2.78986 0.7 0.5 -0.2
H -0.37517 0.98755 -1.15604 1.5 2.3 -0.2
H -1.84389 0.29968 -0.79296 -0.9 0.4 0.9
H 0.55381 -2.97296 -1.09192 0.9 1.1 -0.1
H 2.21292 -2.18700 -1.56102 -1.3 -0.1 0.7
H -0.96854 -1.52302 0.25918 0.9 -0.1 0.6
H 2.27174 -0.05360 2.28249 -0.7 0.4 0.2
H 2.23158 1.65188 1.92851 -0.7 -0.1 -0.5
H 1.55281 1.16080 3.44529 -0.1 -0.6 -1.1
H -1.65864 2.78786 0.76600 0.3 0.7 -1.1
H -2.50126 2.57109 2.28307 0.9 -0.7 -0.2
H -0.77529 -0.34764 2.89456 0.0 0.0 -0.2
```
Forces are in eV/Å.

For the strongest force on any atom, the calculation gives 4.7 eV Å⁻¹. The energy above the lowest of the compared OMol25 structures with the same formula, charge and spin comes out at 71.8 kJ/mol. For the total energy, the calculation gives -938.0425 hartree. For the HOMO energy, the calculation gives -0.319 hartree. As for the total charge: 0. The calculation puts the HOMO-LUMO gap at 8.918 eV.

Results of the Mulliken charge analysis, in e, for atoms 1 through 4: -0.81 -0.69 -1.15 -0.40

# C2H8N4P4

A single C2H8N4P4 molecule in a non-equilibrium geometry (the ωB97M-V functional and the def2-TZVPD basis, OMol25).

XYZ file:
```
18
Properties=species:S:1:pos:R:3:forces:R:3
C -2.51573 0.79180 0.74456 0.9 1.5 3.0
C -1.31865 1.45860 0.18707 3.4 -3.1 -1.6
N -0.94692 2.59731 -0.30938 -3.6 1.9 1.1
N 0.24053 2.53876 -0.84077 0.9 0.0 -0.4
N 0.68021 1.35794 -0.74759 1.2 -0.9 -0.2
N -0.21914 0.59639 -0.13163 -2.2 4.0 0.0
P 0.15042 -0.93288 0.38584 0.1 -2.4 1.4
P -1.11888 -2.14017 -1.02209 1.4 -1.2 0.1
P 2.02847 -0.87244 -0.73006 1.0 -2.8 0.1
P 3.34256 0.28126 0.62270 -3.0 1.4 1.2
H -2.74038 -0.13070 0.31382 0.1 -1.5 -1.1
H -2.31351 0.51729 1.89976 -0.9 1.1 -2.4
H -3.31732 1.44927 0.47545 -0.9 0.3 0.9
H -0.12166 -3.24348 -0.74387 -1.3 0.9 -0.4
H -2.12423 -2.63535 -0.12351 0.6 0.2 0.1
H 2.41134 -2.27520 -0.10946 -0.5 1.9 -0.8
H 4.30616 -0.59821 0.48535 2.3 -1.4 -0.7
H 3.57674 1.23982 -0.35617 0.6 0.1 -0.4
```
Forces are in eV/Å.

For the strongest force on any atom, the calculation gives 4.9 eV Å⁻¹. The energy above the lowest of the compared OMol25 structures with the same formula, charge and spin comes out at 34.2 kJ/mol. For the total energy, the calculation gives -1665.3260 hartree. For the HOMO energy, the calculation gives -0.311 hartree. As for the total charge: 0. The calculation puts the HOMO-LUMO gap at 8.864 eV.

Results of the Mulliken charge analysis, in e, for atoms 1 through 4: -1.07 0.66 -0.30 -0.71

# CH4N4

2 unconnected molecules or ions with the total composition CH4N4 (the ωB97M-V functional and the def2-TZVPD basis, OMol25).

XYZ file:
```
9
Properties=species:S:1:pos:R:3:forces:R:3
C 0.10736 -1.18813 -0.15092 0.0 0.3 0.4
N 0.83405 -0.19467 2.43521 -0.1 0.8 0.1
N 0.66705 0.92826 2.14750 -0.1 -0.7 -0.6
N -0.22396 -0.12637 -0.62551 -0.2 0.5 0.3
N -0.51802 0.32749 -1.88359 0.1 -0.1 -0.6
H 0.28432 -2.22197 -0.36152 0.1 -0.5 -0.5
H 0.78612 1.69841 2.83701 0.1 -0.1 0.5
H -0.82958 -0.37315 -2.55600 0.0 0.1 0.3
H -1.10734 1.15013 -1.84217 0.1 -0.3 0.0
```
Forces are in eV/Å.

For the strongest force on any atom, the calculation gives 0.9 eV Å⁻¹. The energy above the lowest of the compared OMol25 structures with the same formula, charge and spin comes out at 614.5 kJ/mol. For the total energy, the calculation gives -259.3259 hartree. For the HOMO energy (alpha / beta), the calculation gives -0.289 / -0.266 hartree. As for the total charge: 0. The calculation puts the HOMO-LUMO gap (alpha / beta) at 8.445 / 8.127 eV.

Results of the Mulliken charge analysis, in e, for atoms 1 through 4: -0.14 -0.21 -0.04 -0.09